Molecular formula: C4H6O
Method: DFT, wB97M-V/def2-TZVPD

The geometry in XYZ format:
```
11
C4H6O, DFT wB97M-V/def2-TZVPD
C 0.251 1.342 -0.027
C 0.100 0.069 -0.175
C -1.393 -0.636 -0.012
C 1.347 -0.672 -0.179
O 2.468 -0.175 0.054
H 1.176 2.037 -0.055
H -0.642 1.776 -0.159
H -1.209 -0.788 1.136
H -2.212 0.235 0.043
H -1.417 -1.470 -0.689
H 1.532 -1.717 0.062
```

Its highest occupied orbital energy is -9.657 eV. The SMILES is C=C(C)C=O. As for the relative energy (zero: lowest compared OMol25 entry of this formula, charge and spin): 55.8 kcal per mole. For the frontier orbital gap, the calculation gives 9.74 eV. The LUMO energy comes out at 0.1 eV.

---

Molecular formula: C4H6O
Method: DFT, wB97M-V/def2-TZVPD

The geometry in XYZ format:
```
11
C4H6O, DFT wB97M-V/def2-TZVPD
O 2.184 0.273 -0.002
C 0.832 0.256 -0.011
C -0.110 1.196 -0.078
C -1.235 0.192 -0.021
C -0.132 -0.897 0.057
H 2.518 -0.629 0.058
H -0.105 2.265 -0.146
H -1.859 0.139 -0.912
H -1.872 0.253 0.860
H -0.105 -1.582 -0.790
H -0.117 -1.468 0.985
```

Its highest occupied orbital energy is -8.585 eV. The SMILES is OC1=CCC1. As for the relative energy (zero: lowest compared OMol25 entry of this formula, charge and spin): 18.0 kcal per mole. For the frontier orbital gap, the calculation gives 9.43 eV. The LUMO energy comes out at 0.8 eV.

---

Molecular formula: C4H6O
Method: DFT, wB97M-V/def2-TZVPD

The geometry in XYZ format:
```
11
C4H6O, DFT wB97M-V/def2-TZVPD
C 1.992 -0.114 0.103
C 0.799 -0.677 -0.099
C -0.430 0.143 -0.049
C -1.789 -0.576 0.090
O -0.352 1.346 -0.087
H 2.094 0.999 0.548
H 2.919 -0.641 -0.144
H 0.771 -1.736 -0.321
H -2.470 -0.001 -0.670
H -2.223 -0.376 1.115
H -1.711 -1.673 -0.104
```

Its highest occupied orbital energy is -9.788 eV. The SMILES is C=CC(C)=O. As for the relative energy (zero: lowest compared OMol25 entry of this formula, charge and spin): 11.5 kcal per mole. For the frontier orbital gap, the calculation gives 10.08 eV. The LUMO energy comes out at 0.3 eV.

---

Molecular formula: C4H6O
Method: DFT, wB97M-V/def2-TZVPD

The geometry in XYZ format:
```
11
C4H6O, DFT wB97M-V/def2-TZVPD
O -2.367 0.127 0.174
C -1.189 0.006 -0.054
C -0.092 1.045 -0.208
C 0.979 0.016 0.168
C -0.251 -1.148 0.069
H -0.050 1.437 -1.227
H -0.179 1.853 0.514
H 1.461 0.083 1.134
H 1.777 -0.055 -0.610
H -0.527 -1.973 0.743
H 0.438 -1.391 -0.704
```

Its highest occupied orbital energy is -9.577 eV. The SMILES is O=C1CCC1. As for the relative energy (zero: lowest compared OMol25 entry of this formula, charge and spin): 31.6 kcal per mole. For the frontier orbital gap, the calculation gives 10.51 eV. The LUMO energy comes out at 0.9 eV.